C4H8N2O in the gas phase, computed with the ωB97M-V functional and the def2-TZVPD basis.

Cartesian coordinates (Å):
O1 2.763 -0.461 0.082
C1 1.576 -0.346 -0.145
N1 0.795 -1.523 -0.427
C2 -0.264 -1.701 -1.196
C3 -1.347 0.178 0.816
C4 -0.508 1.167 0.007
N2 0.915 0.840 -0.155
H1 1.222 -2.338 0.005
H2 -0.499 -0.707 -1.627
H3 -1.521 -0.778 0.322
H4 -0.880 -0.027 1.784
H5 -2.330 0.624 0.987
H6 -0.518 2.125 0.537
H7 -0.968 1.345 -0.973
H8 1.562 1.603 -0.017

HOMO   -8.79 eV
Energy relative to the best compared isomer or geometry (same formula, charge and spin)   2.942 eV
Lowest unoccupied orbital energy   0.65 eV
Charge   0
Max |F|   0.011 Eh/bohr
Gap between HOMO and LUMO   9.439 eV


C4H8N2O in the gas phase, computed with the ωB97M-V functional and the def2-TZVPD basis.

Cartesian coordinates (Å):
C1 1.868 -0.251 0.521
C2 1.568 -1.398 -0.409
O1 0.274 -1.723 -0.458
C3 -0.764 -0.834 -0.137
N1 -1.747 -1.124 0.589
C4 -0.664 0.469 -0.896
N2 -0.840 1.602 -0.001
H1 1.059 0.248 1.072
H2 2.500 0.503 0.033
H3 2.538 -0.759 1.231
H4 0.322 0.508 -1.369
H5 -1.678 -2.055 1.000
H6 -1.399 0.413 -1.713
H7 -1.251 2.380 -0.503
H8 -1.486 1.344 0.738

HOMO   -8.58 eV
Energy relative to the best compared isomer or geometry (same formula, charge and spin)   4.446 eV
Lowest unoccupied orbital energy   0.53 eV
Charge   0
Max |F|   0.010 Eh/bohr
Gap between HOMO and LUMO   9.116 eV


A 2-piece molecular cluster, C4H8N2O overall, computed with the ωB97M-V functional and the def2-TZVPD basis.

Cartesian coordinates (Å):
C1 1.770 -0.496 0.528
C2 -0.491 0.579 -1.089
C3 -1.332 0.847 -2.365
N1 -1.620 -0.012 -1.272
C4 0.823 0.257 1.440
O1 0.933 1.434 1.707
N2 -0.194 -0.509 1.978
H1 1.261 -1.320 0.021
H2 2.144 0.195 -0.226
H3 2.607 -0.895 1.111
H4 -1.875 1.784 -2.441
H5 -1.005 0.401 -3.299
H6 -2.263 -0.678 -0.867
H7 -0.074 -1.507 2.022
H8 -0.682 -0.080 2.752

HOMO   -9.17 eV
Energy relative to the best compared isomer or geometry (same formula, charge and spin)   4.048 eV
Lowest unoccupied orbital energy   0.89 eV
Charge   0
Max |F|   0.011 Eh/bohr
Gap between HOMO and LUMO   10.057 eV


C4H8N2O as an isolated structure, computed with the ωB97M-V functional and the def2-TZVPD basis.

Cartesian coordinates (Å):
C1 -1.348 -1.324 -0.313
C2 -0.409 -0.362 -1.029
O1 -0.903 0.985 -0.860
C3 -0.082 1.145 0.246
N1 -0.316 1.545 1.416
C4 1.021 0.288 -0.229
N2 2.065 -0.078 0.687
H1 -1.356 -1.073 0.751
H2 -0.993 -2.346 -0.455
H3 -2.404 -1.296 -0.648
H4 -0.309 -0.599 -2.102
H5 -1.254 1.916 1.553
H6 1.472 0.686 -1.135
H7 2.951 0.372 0.454
H8 1.865 0.143 1.663

HOMO   -9.36 eV
Energy relative to the best compared isomer or geometry (same formula, charge and spin)   2.770 eV
Lowest unoccupied orbital energy   0.98 eV
Charge   0
Max |F|   0.015 Eh/bohr
Gap between HOMO and LUMO   10.336 eV


C4H8N2O as an isolated structure, computed with the ωB97M-V functional and the def2-TZVPD basis.

Cartesian coordinates (Å):
C1 1.735 0.101 0.481
C2 0.720 -0.346 -0.557
O1 0.053 -1.589 -0.167
C3 -1.142 -0.970 0.032
N1 -2.206 -1.455 0.514
C4 -0.648 0.361 -0.588
N2 -0.634 1.709 -0.091
H1 1.294 0.195 1.481
H2 2.163 1.069 0.199
H3 2.554 -0.624 0.549
H4 1.197 -0.431 -1.535
H5 -2.129 -2.451 0.771
H6 -0.985 0.422 -1.632
H7 -1.444 2.249 -0.372
H8 -0.528 1.761 0.915

HOMO   -9.69 eV
Energy relative to the best compared isomer or geometry (same formula, charge and spin)   1.857 eV
Lowest unoccupied orbital energy   0.92 eV
Charge   0
Max |F|   0.025 Eh/bohr
Gap between HOMO and LUMO   10.608 eV


C4H8N2O in the gas phase, computed with the ωB97M-V functional and the def2-TZVPD basis.

Cartesian coordinates (Å):
N1 -0.119 1.906 1.592
C1 -0.544 0.916 1.174
C2 -0.854 -0.378 0.535
N2 -1.923 -0.174 -0.438
C3 0.435 -0.870 -0.169
C4 1.280 0.242 -0.821
O1 2.061 0.983 0.093
H1 -1.114 -1.077 1.347
H2 -2.154 -1.064 -0.871
H3 -2.766 0.160 0.021
H4 0.127 -1.596 -0.937
H5 1.064 -1.401 0.553
H6 0.623 0.887 -1.422
H7 1.989 -0.232 -1.510
H8 1.512 1.647 0.556

HOMO   -10.07 eV
SMILES   N#C[C@@H](N)CCO
Energy relative to the best compared isomer or geometry (same formula, charge and spin)   1.718 eV
Lowest unoccupied orbital energy   0.67 eV
Charge   0
Max |F|   0.022 Eh/bohr
Gap between HOMO and LUMO   10.746 eV


C4H8N2O in the gas phase, computed with the ωB97M-V functional and the def2-TZVPD basis.

Cartesian coordinates (Å):
N1 -1.378 2.580 -0.210
C1 -1.167 1.447 -0.069
C2 -0.772 0.038 0.220
N2 -1.974 -0.779 0.403
C3 0.159 -0.472 -0.877
C4 1.532 0.052 -0.369
O1 1.632 0.035 1.134
H1 -0.085 0.103 1.137
H2 -1.976 -1.710 0.001
H3 -2.068 -0.901 1.388
H4 -0.096 -0.153 -1.915
H5 0.140 -1.571 -0.886
H6 1.657 1.088 -0.708
H7 2.329 -0.603 -0.706
H8 2.067 0.847 1.457

HOMO   -9.74 eV
SMILES   N#C[C@@H](N)CCO
Energy relative to the best compared isomer or geometry (same formula, charge and spin)   2.451 eV
Lowest unoccupied orbital energy   0.67 eV
Charge   0
Max |F|   0.040 Eh/bohr
Gap between HOMO and LUMO   10.411 eV


A 2-piece molecular cluster, C4H8N2O overall, computed with the ωB97M-V functional and the def2-TZVPD basis.

Cartesian coordinates (Å):
N1 1.737 0.717 1.437
C1 1.514 -0.114 0.591
C2 0.596 -0.835 -0.112
C3 0.449 -0.827 -1.615
O1 -0.819 -1.315 -1.975
H1 0.630 1.109 1.673
H2 0.293 -1.770 0.358
H3 1.192 -1.490 -2.070
H4 0.634 0.191 -2.002
H5 -1.449 -0.983 -1.318
C4 -0.843 1.109 1.434
N2 -1.013 0.357 0.342
H6 -0.876 2.199 1.343
H7 -1.174 0.690 2.385
H8 -0.870 0.962 -0.471

HOMO   -8.93 eV
SMILES   N=C=CCO.C=N
Energy relative to the best compared isomer or geometry (same formula, charge and spin)   4.808 eV
Lowest unoccupied orbital energy   0.72 eV
Charge   0
Max |F|   0.014 Eh/bohr
Gap between HOMO and LUMO   9.653 eV